Record 1
Computed, not measured: C46H50BHfN3OP as an isolated structure, with ωB97M-V/def2-TZVPD.

XYZ file:
```
103
C46H50BHfN3OP, DFT ωB97M-V/def2-TZVPD
Hf 0.2359 -0.0397 0.0137
O 0.6272 -0.2507 2.1392
C -0.4975 -0.7044 1.8502
C -1.2777 -1.7404 2.5196
C -1.3474 -2.0004 3.8860
C -2.0735 -3.0965 4.3145
C -2.6972 -3.9307 3.3897
C -2.6034 -3.6911 2.0274
C -1.8987 -2.5766 1.5840
P -1.5860 -2.1526 -0.1597
C -2.6796 -3.2407 -1.0947
C -4.0446 -2.9624 -1.0594
C -4.9321 -3.7818 -1.7347
C -4.4608 -4.8693 -2.4579
C -3.1023 -5.1442 -2.4989
C -2.2089 -4.3350 -1.8145
C 0.1217 -2.6878 -0.4829
C 0.9361 -3.4488 0.3599
C 2.1981 -3.8227 -0.0680
C 2.6520 -3.4702 -1.3335
C 1.8612 -2.7082 -2.1785
C 0.6090 -2.2949 -1.7462
H -0.8442 -1.3437 4.5833
H -2.1548 -3.3160 5.3702
H -3.2575 -4.7870 3.7407
H -3.0801 -4.3590 1.3222
H -4.4142 -2.1053 -0.5077
H -5.9914 -3.5646 -1.7045
H -5.1557 -5.5039 -2.9914
H -2.7359 -5.9924 -3.0611
H -1.1503 -4.5607 -1.8444
H 0.5771 -3.7426 1.3388
H 2.8390 -4.3999 0.5846
H 3.6424 -3.7711 -1.6450
H 2.2227 -2.4045 -3.1509
H -0.0300 -1.7139 -2.4169
C -3.8345 0.7141 0.8525
C -3.5475 1.4397 2.1656
C -4.4369 2.6802 2.2905
C -2.0985 1.7948 2.4590
C -1.6257 1.5562 3.7473
C -0.3480 1.9252 4.1351
C 0.4822 2.5757 3.2428
C 0.0522 2.8634 1.9472
C 0.9223 3.7125 1.0392
C 2.2917 3.0899 0.7913
C 1.0610 5.1198 1.6293
C -1.2260 2.4345 1.5571
N -1.5924 2.6177 0.1958
B -1.1017 1.7675 -0.8565
N -1.5474 2.4492 -2.0391
C -2.2195 3.6110 -1.6802
C -2.2352 3.7258 -0.3351
C -1.3892 2.0638 -3.4057
C -0.1690 2.3062 -4.0501
C -0.0341 1.8988 -5.3726
C -1.0793 1.2880 -6.0424
C -2.2857 1.0814 -5.3980
C -2.4653 1.4682 -4.0736
C -3.7955 1.2265 -3.3906
C -4.0555 -0.2721 -3.2482
C -4.9411 1.9220 -4.1254
C 0.9972 2.9721 -3.3484
C 2.1268 1.9640 -3.1480
C 1.4925 4.2061 -4.1020
H -4.8539 0.3240 0.8785
H -3.1524 -0.1246 0.7020
H -3.7513 1.3708 -0.0126
H -3.8340 0.7542 2.9702
H -4.2744 3.3619 1.4549
H -4.2384 3.2191 3.2170
H -5.4887 2.3924 2.2810
H -2.2838 1.0739 4.4613
H -0.0069 1.7128 5.1400
H 1.4734 2.8815 3.5517
H 0.4187 3.8060 0.0758
H 2.8784 2.9974 1.7068
H 2.8674 3.6953 0.0894
H 2.2283 2.0855 0.3567
H 1.5971 5.0972 2.5793
H 0.0853 5.5745 1.8036
H 1.6195 5.7612 0.9466
H -2.6397 4.2782 -2.4145
H -2.6414 4.5157 0.2741
H 0.9017 2.0715 -5.8892
H -0.9579 0.9851 -7.0741
H -3.1052 0.6174 -5.9329
H -3.7413 1.6435 -2.3843
H -4.1388 -0.7588 -4.2217
H -4.9854 -0.4527 -2.7054
H -3.2398 -0.7538 -2.7043
H -5.0902 1.4988 -5.1201
H -4.7477 2.9885 -4.2448
H -5.8749 1.8043 -3.5732
H 0.6557 3.2983 -2.3638
H 2.5434 1.6406 -4.1040
H 1.7684 1.0590 -2.6450
H 2.9398 2.3721 -2.5466
H 1.8829 3.9453 -5.0863
H 2.2992 4.6881 -3.5477
H 0.6920 4.9328 -4.2415
N 3.6239 -0.3734 -0.4141
C 2.4824 -0.2673 -0.2723
```

Net charge = +1
F_max = 1.57 eV/A
Energy relative to the best compared isomer or geometry (same formula, charge and spin) = 0.0 kJ/mol
Kohn-Sham gap = 6.26 eV
HOMO level = -10.3441 eV
LUMO level = -4.082 eV



Record 2
Computed, not measured: C46H50GeN3O2PdSi as an isolated structure, with ωB97M-V/def2-TZVPD.

XYZ file:
```
104
C46H50GeN3O2PdSi, DFT ωB97M-V/def2-TZVPD
Pd -1.6905 1.9775 2.1701
C 0.1677 1.9725 -4.7004
C -0.4102 0.6129 -4.4454
C -0.7377 -0.2278 -5.4898
C -1.2726 -1.4911 -5.2764
C -1.4245 -1.9500 -3.9712
C -1.1042 -1.1275 -2.9154
C -0.6524 0.1805 -3.1260
N -0.4244 1.0520 -2.0650
C -1.2334 1.2605 -0.9729
N -2.3726 0.5114 -0.9128
C -3.1596 0.3946 0.2424
C -2.5214 0.1096 1.4860
C -3.2839 0.1520 2.6699
C -4.6549 0.3538 2.5974
C -5.2884 0.4646 1.3570
C -4.5553 0.4987 0.1835
C -5.2227 0.6104 -1.1592
N -0.9741 2.1618 -0.0807
C 0.2252 2.8701 -0.0446
C 1.1987 2.4666 0.8719
C 2.4049 3.1300 0.9467
C 2.6506 4.2141 0.1189
C 1.6610 4.6628 -0.7385
C 0.4418 4.0079 -0.8363
C -0.6635 4.5438 -1.6991
H 0.2244 2.1534 -5.7712
H 1.1700 2.0599 -4.2759
H -0.4510 2.7472 -4.2466
H -0.5796 0.1180 -6.5021
H -1.5454 -2.1165 -6.1116
H -1.7772 -2.9561 -3.7858
H -1.1564 -1.5021 -1.9070
H 0.3434 1.7018 -2.1520
H -2.7334 0.1627 -1.7891
H -2.7999 -0.1336 3.6021
H -5.2399 0.3898 3.5039
H -6.3654 0.5410 1.3131
H -6.3001 0.6970 -1.0435
H -5.0224 -0.2789 -1.7624
H -4.8570 1.4824 -1.7024
H 0.9586 1.6347 1.5302
H 3.1478 2.8042 1.6595
H 3.6032 4.7243 0.1575
H 1.8368 5.5442 -1.3419
H -0.4449 5.5606 -2.0217
H -1.5919 4.5320 -1.1285
H -0.8155 3.9308 -2.5871
O -1.2662 -2.2880 2.8991
C -1.4323 -1.8070 1.7918
O -1.2221 -0.4437 1.5368
C -1.9472 -2.5491 0.5874
C -0.8630 -3.4648 0.0249
Ge 1.0963 -2.8776 0.1126
C 2.0020 -4.3970 -0.8271
C 3.3662 -4.6459 -0.6806
C 4.0159 -5.5942 -1.4487
C 3.3226 -6.3037 -2.4209
C 1.9743 -6.0497 -2.6069
C 1.3317 -5.1180 -1.8163
C 1.6755 -2.7402 2.0081
C 1.5072 -1.5915 2.7749
C 1.8087 -1.5841 4.1242
C 2.2749 -2.7328 4.7409
C 2.4538 -3.8826 3.9901
C 2.1583 -3.8796 2.6395
C 1.8866 -1.3827 -0.9331
C 1.9066 -1.4164 -2.3268
C 2.6026 -0.4689 -3.0500
C 3.3318 0.5138 -2.3971
C 3.3744 0.5192 -1.0111
C 2.6537 -0.4129 -0.2925
H -2.2599 -1.8180 -0.1564
H -2.8174 -3.1504 0.8752
H -1.1353 -3.7469 -0.9921
H -0.8413 -4.3792 0.6223
H 3.9248 -4.0824 0.0563
H 5.0758 -5.7752 -1.3179
H 3.8295 -7.0359 -3.0353
H 1.4315 -6.5733 -3.3842
H 0.2763 -4.9524 -1.9740
H 1.0983 -0.6986 2.3263
H 1.6599 -0.6807 4.6990
H 2.4867 -2.7344 5.8023
H 2.8158 -4.7881 4.4605
H 2.2934 -4.7839 2.0593
H 1.3663 -2.1943 -2.8499
H 2.5854 -0.4912 -4.1306
H 3.8729 1.2587 -2.9633
H 3.9742 1.2560 -0.4955
H 2.7022 -0.4062 0.7867
C -0.0887 5.2030 2.8336
Si -0.8560 3.5808 3.6047
C -2.1377 4.2437 4.9308
C 0.5463 2.7334 4.6834
H 0.1932 5.9233 3.5970
H -0.8089 5.6814 2.1762
H 0.7903 4.9780 2.2395
H -1.6239 4.8572 5.6660
H -2.6293 3.4302 5.4568
H -2.9089 4.8503 4.4664
H 0.8743 3.3871 5.4874
H 1.4102 2.4856 4.0744
H 0.1797 1.8111 5.1284
```

Net charge = -1
F_max = 2.16 eV/A
Energy relative to the best compared isomer or geometry (same formula, charge and spin) = 153.1 kJ/mol
Kohn-Sham gap (alpha / beta) = 4.30 / 4.30 eV
HOMO level (alpha / beta) = -2.1571 / -2.1564 eV
LUMO level (alpha / beta) = 2.140 / 2.140 eV



> Which of these has the lowest net charge?

C46H50GeN3O2PdSi



> Number 1 is which compound?

C46H50BHfN3OP



> Number 2 is which compound?

C46H50GeN3O2PdSi